DFT (wB97M-V/def2-TZVPD) results for C22H34N2O4P2SSn as an isolated structure at a distorted geometry.

Structure (ORCA input):
```
! wB97M-V def2-TZVPD RIJCOSX def2/J DEFGRID3
* xyz 0 1
Sn -0.5536 -0.8066 -0.5867
P 2.5433 -0.6780 -0.6898
P -3.0832 -0.3405 -0.7946
N -0.0099 -0.5076 -2.5838
H 1.1748 -0.0569 -0.5466
C 3.0269 -1.7420 -2.0859
H 4.1223 -1.6165 -2.2015
H 2.4898 -1.4091 -2.9856
H 2.8061 -2.8073 -1.8811
C 3.5251 -1.1214 0.7555
H 4.4765 -1.5505 0.3908
H 2.9946 -1.8836 1.3537
H 3.7191 -0.2197 1.3616
C 2.9927 0.9976 -1.2121
H 4.0865 1.0597 -1.2097
H 2.5301 1.6635 -0.4594
H 2.5101 1.1706 -2.1877
C -4.0729 -1.5264 -1.7196
H -5.1379 -1.3438 -1.5904
H -3.8530 -2.5375 -1.3907
H -3.8338 -1.4643 -2.7787
C -3.7061 -0.2602 0.9130
H -4.8012 -0.2380 0.9301
H -3.3272 0.6258 1.4321
H -3.3763 -1.1383 1.4758
C -3.3362 1.2966 -1.5299
H -4.3801 1.6155 -1.4483
H -3.0567 1.2968 -2.5845
H -2.7119 2.0450 -1.0384
C -0.0929 0.6299 -3.2526
C -0.2520 1.5384 -5.5053
C -0.1974 0.4372 -4.6761
C -0.0983 1.9583 -2.7232
C -0.1559 3.0293 -3.5932
C -0.1992 2.8486 -4.9752
H -0.3142 1.3711 -6.5921
H -0.2480 -0.5882 -5.0233
H -0.0711 2.0955 -1.6421
H -0.1469 4.0537 -3.1859
H -0.1977 3.7038 -5.6562
C -0.7104 -3.5077 0.9177
O -1.4477 -3.0307 -0.0238
C 0.5609 -4.1705 0.4837
H 1.3333 -4.1797 1.2589
H 0.9708 -3.6663 -0.3749
H 0.2813 -5.1480 0.0862
C -0.8545 -2.9553 2.3111
H -1.8511 -3.2559 2.6909
H -0.8979 -1.8509 2.2836
H -0.0152 -3.2479 2.9839
O 2.5759 3.8609 2.3448
S 2.3932 2.4347 2.3769
O 3.5780 1.6043 2.4279
N 1.3563 1.9094 1.1819
C 0.2061 1.4108 1.6213
O -0.6840 0.8961 0.8534
C 0.0997 1.4499 3.0811
C -0.9129 0.8985 3.8835
C -0.7026 0.8804 5.2631
C 0.4772 1.4056 5.8151
C 1.4772 1.9674 4.9992
C 1.2610 1.9521 3.6275
H -1.8177 0.5353 3.4134
H -1.4713 0.4497 5.9154
H 0.6215 1.3618 6.8918
H 2.3882 2.3953 5.4040
*
```

For the molar mass, the calculation gives 603.250 g mol⁻¹. The HOMO-LUMO gap (spin up / spin down) comes out at 5.497 / 5.496 eV. Its relative energy (zero: lowest compared OMol25 entry of this formula, charge and spin) is 96.7 kJ/mol. The value obtained for the LUMO energy (spin up / spin down) is -0.185 / -0.186 eV. The calculation puts the calculated total energy at -69775.5706 eV.